Entry 1:
Computed, not measured: a molecular structure, C9H19N2O3P, with the ωB97M-V functional and the def2-TZVPD basis.

Values from the calculation:
HOMO level (Eh): -0.3149
LUMO energy (eV): 0.86
DFT total energy (Eh): -1030.9038
Relative energy (zero: lowest compared OMol25 entry of this formula, charge and spin) (kcal per mole): 25.1
Gap between HOMO and LUMO (hartree): 0.3467

Each line ends with the Mulliken charge.
Positions of all 34 atoms, in Å:
C (1.65353, 1.35908, -0.21225)  -0.869
C (2.81930, 0.40400, 0.16725)  0.242
C (2.31308, -0.84098, -0.58656)  0.544
C (2.93249, -0.05075, 1.64763)  -1.334
C (3.26097, -1.89710, -0.94194)  -1.389
C (-2.39868, 2.03672, -1.47290)  -1.019
C (-3.68777, -1.71699, 0.74065)  -1.033
C (-1.81139, 2.58316, -0.16326)  -0.299
C (-2.27251, -1.93255, 0.05329)  -0.470
N (0.54917, 0.44121, -0.55855)  0.703
N (1.04279, -0.82160, -0.81942)  -0.976
O (-0.32867, -0.62937, 1.68745)  -0.875
O (-1.45741, 1.50536, 0.76516)  -0.425
O (-1.68221, -0.72732, -0.43808)  -0.263
P (-0.72959, 0.11842, 0.49190)  1.093
H (1.50543, 1.99641, 0.66317)  0.296
H (1.80133, 2.01219, -1.09528)  0.340
H (3.62074, 0.92508, -0.32025)  0.475
H (2.14854, -0.63530, 2.00022)  0.397
H (2.90798, 0.87958, 2.40659)  0.298
H (3.92856, -0.57474, 1.92706)  0.303
H (4.18528, -1.55878, -1.43123)  0.312
H (2.69409, -2.58165, -1.47310)  0.428
H (3.78386, -2.40830, -0.00895)  0.257
H (-2.91338, 2.79375, -2.02957)  0.427
H (-1.62954, 1.66460, -2.27212)  0.257
H (-3.06795, 1.30641, -1.30863)  0.297
H (-4.36918, -1.58203, -0.02797)  0.341
H (-3.91427, -2.69255, 1.28749)  0.313
H (-3.64035, -0.76978, 1.19360)  0.305
H (-2.41420, 3.21197, 0.50696)  0.316
H (-0.95235, 3.14281, -0.26245)  0.286
H (-2.24065, -2.65056, -0.86211)  0.322
H (-1.63703, -2.31041, 0.74621)  0.400

---

Entry 2:
Computed, not measured: 2 unconnected molecules or ions with the total composition C9H19N2S, with the ωB97M-V functional and the def2-TZVPD basis.

Values from the calculation:
HOMO level (Eh): -0.4355
LUMO energy (eV): -3.25
DFT total energy (Eh): -861.7128
Relative energy (zero: lowest compared OMol25 entry of this formula, charge and spin) (kcal per mole): 30.3
Total charge: +1
Gap between HOMO and LUMO (hartree): 0.3161

Each line ends with the Mulliken charge.
Positions of all 31 atoms, in Å:
C (1.97795, -0.67107, -0.35759)  0.153
C (1.45389, -2.50678, 2.71056)  -0.514
C (-0.03135, -1.93830, 2.42556)  -0.842
C (2.03366, -2.41862, 1.29961)  -0.747
C (0.00704, -1.36386, 1.06521)  -0.349
C (-2.68730, 0.55031, -1.49103)  -1.341
C (-1.38585, 1.91259, -0.00478)  -0.816
C (-0.35667, 3.73998, -2.56169)  -0.758
C (-1.57779, 1.50315, -1.25019)  0.554
N (1.41557, -1.29976, 0.65246)  0.068
N (1.35888, 0.25882, -1.04715)  -0.156
S (-0.58233, 1.96256, -2.70797)  -0.052
H (1.73009, -1.74099, 3.44640)  0.285
H (1.26398, -3.56135, 3.16853)  0.279
H (-0.78026, -2.59801, 2.82370)  0.479
H (-0.14180, -1.06423, 3.21640)  0.240
H (3.11979, -2.27373, 1.35323)  0.495
H (1.74991, -3.37082, 0.87704)  0.289
H (-0.53198, -2.08371, 0.33401)  0.263
H (-0.63064, -0.50937, 1.01556)  0.214
H (-3.67064, 1.05646, -1.48441)  0.332
H (-2.67527, 0.00882, -2.47686)  0.374
H (-2.60776, -0.25655, -0.79409)  0.306
H (-2.16542, 1.55477, 0.67049)  0.341
H (2.93919, -1.14384, -0.81508)  0.358
H (-0.68046, 2.70388, 0.35114)  0.254
H (0.61354, 3.90025, -1.92610)  0.228
H (-1.29513, 4.15792, -2.24463)  0.311
H (-0.19968, 4.07535, -3.63583)  0.341
H (1.88459, 0.83636, -1.71647)  0.265
H (0.45226, 0.57979, -0.89606)  0.146

---

Entry 3:
Computed, not measured: a molecular structure, C9H19N5O4Os, with the ωB97M-V functional and the def2-TZVPD basis.

Values from the calculation:
HOMO level (alpha / beta) (Eh): -0.8742 / -0.8786
LUMO energy (alpha / beta) (eV): -18.66 / -18.58
DFT total energy (Eh): -1017.7037
Total charge: +4
Gap between HOMO and LUMO (alpha / beta) (hartree): 0.1885 / 0.1957

Each line ends with the Mulliken charge.
Positions of all 38 atoms, in Å:
Os (0.77018, 0.29374, -0.04349)  1.804
C (-0.83342, 2.30365, -1.24670)  -0.529
C (-1.06732, 1.28207, -2.33786)  -0.355
O (-0.28511, 0.08265, -2.04988)  -0.422
C (-0.91134, -1.18986, -2.33490)  -0.394
C (-0.61462, -2.17704, -1.22519)  -0.494
O (-0.66175, -1.44184, 0.00793)  -0.351
C (-0.60749, -2.16630, 1.24686)  -0.482
C (-0.91414, -1.17624, 2.35241)  -0.445
O (-0.29230, 0.09026, 2.06540)  -0.362
C (-1.07219, 1.28568, 2.34105)  -0.390
C (-0.82637, 2.30344, 1.24746)  -0.499
O (-0.81485, 1.56569, 0.00147)  -0.474
H (-1.62613, 3.05644, -1.26111)  0.427
H (0.12312, 2.82735, -1.37990)  0.325
H (-0.74985, 1.70679, -3.29427)  0.420
H (-2.12543, 1.03122, -2.42027)  0.453
H (-0.51938, -1.58688, -3.27486)  0.408
H (-1.98610, -1.05275, -2.45965)  0.416
H (0.35218, -2.67264, -1.34670)  0.294
H (-1.38395, -2.95627, -1.23447)  0.425
H (0.36183, -2.65673, 1.37281)  0.334
H (-1.36894, -2.95344, 1.26072)  0.418
H (-0.52358, -1.57035, 3.29467)  0.391
H (-1.99028, -1.04971, 2.48014)  0.432
H (-0.76035, 1.71163, 3.29895)  0.415
H (-2.13276, 1.04194, 2.41782)  0.459
H (0.13374, 2.81988, 1.38010)  0.323
H (-1.61176, 3.06373, 1.25915)  0.418
N (5.48552, 1.20414, 0.70036)  -0.477
N (4.54978, 0.39383, 0.32630)  1.137
N (4.82865, -0.80722, -0.19388)  -0.622
C (3.66530, -1.32142, -0.43122)  -0.185
N (2.65879, -0.42636, -0.05176)  0.332
N (3.24273, 0.64199, 0.42111)  -0.302
H (6.46878, 0.92130, 0.53563)  0.373
H (5.27052, 2.10298, 1.15652)  0.316
H (3.52981, -2.30936, -0.85594)  0.464

---

Entry 4:
Computed, not measured: 2 unconnected molecules or ions with the total composition C9H19NO3, with the ωB97M-V functional and the def2-TZVPD basis.

Values from the calculation:
HOMO level (alpha / beta) (Eh): -0.3799 / -0.2838
LUMO energy (alpha / beta) (eV): 1.07 / -0.73
DFT total energy (Eh): -634.5846
Relative energy (zero: lowest compared OMol25 entry of this formula, charge and spin) (kcal per mole): 131.9
Gap between HOMO and LUMO (alpha / beta) (hartree): 0.4192 / 0.2571

Each line ends with the Mulliken charge.
Positions of all 32 atoms, in Å:
N (3.20840, -1.87902, 3.28559)  0.305
O (3.85397, -2.31697, 4.07130)  -0.290
C (-3.86102, 3.28105, 1.67802)  -1.266
C (-2.74527, 3.01000, 0.67958)  -0.306
C (-2.14699, 1.60999, 0.81197)  -0.608
C (-1.02841, 1.34528, -0.19250)  -0.701
C (-0.43612, -0.05762, -0.07381)  -0.559
C (0.65471, -0.32140, -1.10523)  -1.019
C (1.23257, -1.72483, -0.96812)  0.104
C (2.38839, -1.99731, -1.92369)  -0.576
C (2.96101, -3.38157, -1.71492)  -1.205
O (1.69125, -1.89245, 0.37204)  -0.071
O (2.62928, -0.97157, 0.66385)  -0.298
H (-4.27013, 4.28996, 1.56838)  0.376
H (-4.68694, 2.57887, 1.55025)  0.316
H (-3.50571, 3.18417, 2.70580)  0.317
H (-3.11442, 3.14841, -0.34516)  0.309
H (-1.94686, 3.75399, 0.79420)  0.310
H (-1.76725, 1.46264, 1.82986)  0.332
H (-2.93514, 0.85794, 0.69137)  0.331
H (-1.40286, 1.49828, -1.21232)  0.331
H (-0.23307, 2.09083, -0.06747)  0.339
H (-0.02300, -0.20892, 0.93245)  0.322
H (-1.23203, -0.80766, -0.17678)  0.288
H (0.27463, -0.15457, -2.11966)  0.456
H (1.46729, 0.40000, -0.96056)  0.353
H (0.43463, -2.47118, -1.11567)  0.413
H (2.06467, -1.85209, -2.96072)  0.360
H (3.15816, -1.23861, -1.74183)  0.339
H (3.80328, -3.58644, -2.37509)  0.395
H (3.30567, -3.49854, -0.68747)  0.290
H (2.20729, -4.15066, -1.89364)  0.314

---

Entry 5:
Computed, not measured: a single C9H19NO4Si molecule, with the ωB97M-V functional and the def2-TZVPD basis.

Values from the calculation:
HOMO level (Eh): -0.3022
LUMO energy (eV): 0.98
DFT total energy (Eh): -999.6689
SMILES: CCCO[Si]12OCCN(CCO1)CCO2
Relative energy (zero: lowest compared OMol25 entry of this formula, charge and spin) (kcal per mole): 1.2
Gap between HOMO and LUMO (hartree): 0.3381

Each line ends with the Mulliken charge.
Positions of all 34 atoms, in Å:
C (0.79927, 1.11838, -4.74777)  -1.241
C (1.36665, 0.66119, -3.40729)  -0.198
C (0.46929, -0.39161, -2.78109)  -0.458
O (1.03402, -1.00252, -1.67231)  -0.498
Si (0.44974, -0.72747, -0.14362)  0.301
O (-0.14613, 0.81261, -0.07091)  -0.360
C (-1.45158, 0.92934, 0.42107)  -0.252
C (-1.54885, 1.10549, 1.93758)  -1.039
N (-0.83486, 0.05009, 2.71475)  0.210
C (-1.39734, -1.31291, 2.63250)  -0.913
C (-0.67360, -2.24314, 1.64205)  -0.307
O (-0.70996, -1.84263, 0.31037)  -0.316
C (0.59480, 0.25797, 3.05343)  -0.940
C (1.56149, 0.40465, 1.86752)  -0.208
O (1.61491, -0.71577, 1.04374)  -0.382
H (0.54714, 0.31307, -5.42969)  0.322
H (-0.11694, 1.63997, -4.57215)  0.354
H (1.48087, 1.82238, -5.29085)  0.326
H (2.35551, 0.15376, -3.48528)  0.266
H (1.51793, 1.47385, -2.68200)  0.197
H (0.30162, -1.22344, -3.44551)  0.419
H (-0.52774, 0.04216, -2.57717)  0.245
H (-1.86494, 1.77975, -0.12954)  0.501
H (-2.00078, 0.01648, 0.12609)  0.313
H (-1.14326, 2.07312, 2.19831)  0.351
H (-2.59815, 1.04039, 2.25850)  0.357
H (-2.44351, -1.22209, 2.33031)  0.313
H (-1.36051, -1.72339, 3.60975)  0.408
H (0.38468, -2.40997, 1.89112)  0.324
H (-1.09015, -3.25647, 1.67466)  0.465
H (0.91480, -0.62419, 3.60281)  0.320
H (0.68022, 1.10174, 3.72075)  0.386
H (2.57153, 0.61570, 2.17651)  0.481
H (1.26386, 1.28348, 1.22340)  0.254

---

Entry 6:
Computed, not measured: 2 unconnected molecules or ions with the total composition C9H19NOS, with the ωB97M-V functional and the def2-TZVPD basis.

Values from the calculation:
HOMO level (alpha / beta) (Eh): -0.3044 / -0.3043
LUMO energy (alpha / beta) (eV): -0.35 / -0.35
DFT total energy (Eh): -882.2415
Relative energy (zero: lowest compared OMol25 entry of this formula, charge and spin) (kcal per mole): 161.1
Gap between HOMO and LUMO (alpha / beta) (hartree): 0.2915 / 0.2915

Each line ends with the Mulliken charge.
Positions of all 31 atoms, in Å:
C (-0.58665, 1.27834, -1.19801)  -0.407
C (-1.58132, -0.92138, 1.10045)  -0.684
C (2.62691, 1.84125, -0.75875)  -1.683
C (3.43324, 0.28934, 1.03448)  -1.668
C (2.11440, -0.69240, -1.01733)  -1.252
C (-3.06222, -1.10753, 0.66946)  -0.555
C (-3.54721, 0.19188, -0.14979)  -0.477
C (-3.15882, 1.51170, 0.45452)  -0.879
C (2.36133, 0.48610, -0.03269)  1.353
N (1.06054, 0.60378, 0.68559)  0.205
O (0.94703, 1.54929, 1.44525)  -0.415
S (-1.42018, 2.16975, -0.08138)  0.084
H (-1.00971, 0.27251, -1.40605)  0.179
H (-0.98803, -0.89262, 0.21908)  0.005
H (-1.38518, -1.75962, 1.74406)  0.385
H (-1.21370, -0.04671, 1.65981)  0.230
H (3.46744, 1.86205, -1.35048)  0.512
H (1.81663, 1.95455, -1.41508)  0.508
H (2.79043, 2.72150, -0.09545)  0.336
H (4.26073, 0.38009, 0.37845)  0.445
H (3.51098, -0.68227, 1.37406)  0.451
H (3.57617, 0.97314, 1.91283)  0.319
H (2.21601, -1.68799, -0.59327)  0.392
H (1.08173, -0.78039, -1.36807)  0.170
H (2.80487, -0.65504, -1.88653)  0.337
H (-3.69872, -1.34816, 1.52804)  0.361
H (-3.34297, -2.08583, 0.06785)  0.264
H (-4.74105, 0.24530, -0.19213)  0.314
H (-3.35858, 0.18587, -1.32838)  0.284
H (-3.68253, 2.28137, -0.05107)  0.489
H (-3.13408, 1.50232, 1.54568)  0.399